--- 1 ---
Formula: C5H10NO
Source: the Open Molecules 2025 dataset
Level of theory: wB97M-V/def2-TZVPD

Each line ends with the Mulliken charge.
Positions of all 17 atoms, in Å:
C: 0.097 0.234 -0.404  0.1967
C: -0.123 0.602 0.958  0.4333
C: -0.941 -0.292 1.717  -0.3095
C: 0.589 1.733 1.581  -1.1349
C: 0.125 -1.068 -2.490  -0.9242
N: -0.410 -0.736 -1.201  -0.1334
O: -0.915 0.079 2.994  -0.4172
H: 0.851 0.719 -0.995  0.3082
H: -1.367 -1.189 1.340  0.3472
H: 1.494 1.697 1.061  0.3768
H: 0.721 1.565 2.674  0.3539
H: 0.179 2.714 1.289  0.2934
H: -0.584 -0.810 -3.279  0.3360
H: 1.053 -0.627 -2.819  0.3626
H: 0.224 -2.142 -2.611  0.3162
H: -1.049 -1.443 -0.886  0.2130
H: -1.629 -0.325 3.569  0.3817

Computed properties:
total charge = +1
spin multiplicity = 1
gap between HOMO and LUMO = 8.390 eV
lowest unoccupied orbital energy = -4.986 eV
structure (SMILES) = C/[NH+]=C/C(C)=C/O
HOMO = -13.3753 eV



--- 2 ---
Formula: C5H10NO
Source: the Open Molecules 2025 dataset
Level of theory: wB97M-V/def2-TZVPD

Each line ends with the Mulliken charge.
Positions of all 17 atoms, in Å:
C: -0.970 0.037 0.995  0.5211
C: -1.437 -0.400 2.128  -0.7875
C: 0.735 -1.735 -0.226  -0.7144
C: 0.450 -1.241 -2.517  -0.3561
C: 0.346 1.875 0.139  -0.6556
N: -0.816 1.011 0.227  -0.0441
O: 0.101 -1.846 -1.374  -0.1950
H: -1.918 0.161 2.834  0.3499
H: -1.291 -1.337 2.610  0.2471
H: 1.544 -1.044 -0.003  0.4285
H: 0.321 -2.359 0.541  0.4309
H: -0.241 -1.429 -3.301  0.3212
H: 1.222 -0.413 -2.370  0.2798
H: 1.274 1.246 -0.083  0.2069
H: -0.003 2.758 -0.457  0.3309
H: 0.698 2.323 1.133  0.3049
H: -1.363 1.108 -0.587  0.3316

Computed properties:
total charge = +1
spin multiplicity = 1
gap between HOMO and LUMO (spin up / spin down) = 7.146 / 6.990 eV
lowest unoccupied orbital energy (spin up / spin down) = -4.982 / -4.809 eV
HOMO (spin up / spin down) = -12.1289 / -11.7986 eV



Which of them is the least stable? Correct choice: 2.



--- 1 ---
Formula: C5H10NO
Source: the Open Molecules 2025 dataset
Level of theory: wB97M-V/def2-TZVPD

Each line ends with the Mulliken charge.
Positions of all 17 atoms, in Å:
C: -2.955 0.150 0.238  -0.6844
C: -1.847 -0.070 -0.360  0.2761
C: 1.053 0.582 1.613  -0.5358
C: -0.783 -0.088 -1.128  -0.3155
C: 1.123 -0.519 0.923  -0.1350
N: 2.009 -0.611 -0.261  -0.3024
O: 0.138 0.961 -1.377  -0.4662
H: -3.952 0.393 -0.211  0.2735
H: 1.785 1.389 1.247  0.1815
H: 0.402 0.562 2.416  0.3421
H: -3.092 -0.193 1.280  0.2184
H: -0.489 -1.026 -1.675  0.3827
H: 0.400 -1.390 0.758  0.4186
H: 2.672 -1.483 -0.361  0.4099
H: 2.495 0.218 -0.482  0.3300
H: 1.403 -0.674 -1.060  0.2796
H: -0.363 1.800 -1.560  0.3269

Computed properties:
total charge = +1
spin multiplicity = 1
gap between HOMO and LUMO = 9.784 eV
lowest unoccupied orbital energy = -3.374 eV
HOMO = -13.1573 eV



--- 2 ---
Formula: C5H10NO
Source: the Open Molecules 2025 dataset
Level of theory: wB97M-V/def2-TZVPD

Each line ends with the Mulliken charge.
Positions of all 17 atoms, in Å:
O: 0.509 2.003 2.051  -0.4514
C: 0.416 0.961 2.638  0.0857
C: 0.247 -0.357 1.883  -0.6277
C: 0.962 -0.264 0.478  -0.7884
C: -0.011 0.158 -0.553  -0.3679
C: -0.379 -0.615 -1.564  -0.2401
N: -1.164 -0.006 -2.697  -0.2647
H: 0.383 0.807 3.737  0.3440
H: 0.775 -1.147 2.421  0.3341
H: -0.793 -0.669 1.772  0.3451
H: 1.767 0.471 0.543  0.3844
H: 1.488 -1.202 0.307  0.3918
H: -0.350 1.164 -0.309  0.3940
H: 0.057 -1.589 -1.718  0.3481
H: -0.890 -0.583 -3.491  0.3788
H: -0.839 0.937 -2.913  0.3719
H: -2.177 -0.070 -2.586  0.3623

Computed properties:
total charge = +1
spin multiplicity = 1
gap between HOMO and LUMO = 9.360 eV
lowest unoccupied orbital energy = -3.787 eV
structure (SMILES) = [NH3+]/C=C/CCC=O
HOMO = -13.1471 eV



--- 3 ---
Formula: C5H10NO
Source: the Open Molecules 2025 dataset
Level of theory: wB97M-V/def2-TZVPD

Each line ends with the Mulliken charge.
Positions of all 17 atoms, in Å:
O: 0.047 -0.063 -1.893  -0.4589
C: 0.936 0.745 -1.774  0.0797
C: 1.267 1.486 -0.491  -0.7110
C: 0.904 0.810 0.826  -0.4631
C: -0.440 0.160 0.736  -0.2185
C: -0.683 -1.099 1.033  -0.5079
N: -1.759 -1.862 0.350  -0.2338
H: 1.503 1.153 -2.633  0.3410
H: 2.284 1.858 -0.517  0.4134
H: 0.598 2.345 -0.674  0.3034
H: 1.692 0.108 1.104  0.3796
H: 0.868 1.574 1.610  0.2859
H: -1.170 0.700 0.145  0.3495
H: 0.046 -1.748 1.493  0.3254
H: -1.707 -2.822 0.692  0.3828
H: -1.709 -1.814 -0.672  0.3368
H: -2.676 -1.530 0.664  0.3957

Computed properties:
total charge = +1
spin multiplicity = 1
gap between HOMO and LUMO = 9.838 eV
lowest unoccupied orbital energy = -3.500 eV
structure (SMILES) = [NH3+]/C=C/CCC=O
HOMO = -13.3378 eV



Which of them is the least stable? Correct choice: 1.